Entry 1:
Formula: C3H9N3O4S2
Source: the OMol25 dataset
Level of theory: ωB97M-V/def2-TZVPD

Cartesian coordinates (Å):
1 C -1.005 -0.227 2.289
2 C -0.107 -1.175 -2.837
3 C 2.413 0.805 0.382
4 N -1.277 -0.684 3.435
5 N -2.007 0.451 1.645
6 N 0.280 -0.379 1.743
7 O 0.017 -3.255 -1.307
8 O -1.347 -1.419 -0.428
9 O -0.059 0.938 -0.500
10 O 1.117 -1.113 -0.531
11 S -0.226 -1.860 -1.207
12 S 0.753 0.191 0.383
13 H -0.437 -0.117 -3.007
14 H 0.918 -1.344 -3.062
15 H -0.795 -1.823 -3.578
16 H 2.330 1.815 0.654
17 H 2.903 0.211 1.158
18 H 2.770 0.828 -0.696
19 H -0.500 -1.089 3.871
20 H -2.960 0.226 2.059
21 H -1.865 0.958 0.724

## Properties
E_tot   -1381.0474 Eh
Spin multiplicity   3
HOMO (alpha / beta)   -3.852 / -9.809 eV
Total charge   0

---

Entry 2:
Formula: C3H9N3S
Source: the OMol25 dataset
Level of theory: ωB97M-V/def2-TZVPD

Cartesian coordinates (Å):
1 C 1.705 -0.529 -0.856
2 N 1.011 -0.657 0.400
3 C 0.005 0.043 0.650
4 N -0.601 1.133 -0.066
5 C -1.273 0.887 -1.306
6 N -0.600 -0.145 1.949
7 S 0.339 -0.966 3.121
8 H 1.741 0.413 -1.290
9 H 1.246 -1.234 -1.596
10 H 2.710 -0.857 -0.755
11 H -1.098 1.805 0.529
12 H -0.695 0.272 -1.980
13 H -1.276 1.865 -1.846
14 H -2.326 0.524 -1.226
15 H -1.554 -0.486 1.865
16 H 0.667 -2.071 2.406

## Properties
ΔE to the lowest compared entry with this formula, charge and spin   131.2 kJ/mol
E_tot   -682.1159 Eh
HOMO   -8.850 eV
Total charge   0

---

Entry 3:
Formula: C3H9N4
Source: the OMol25 dataset
Level of theory: ωB97M-V/def2-TZVPD

Cartesian coordinates (Å):
1 H -3.469 -0.892 1.500
2 N -2.551 -0.509 1.148
3 N -1.853 -1.341 0.556
4 N -0.671 -0.986 0.141
5 C 0.199 -1.963 -0.520
6 C -0.261 0.494 0.157
7 N 0.939 0.836 -0.149
8 C 1.378 2.224 -0.121
9 H 1.317 -1.941 -0.151
10 H -0.374 -2.950 -0.481
11 H 0.021 -1.879 -1.665
12 H -1.034 1.022 0.638
13 H 1.572 0.114 -0.594
14 H 1.744 2.470 -1.145
15 H 2.445 2.424 0.390
16 H 0.598 2.876 0.293

## Properties
ΔE to the lowest compared entry with this formula, charge and spin   429.3 kJ/mol
E_tot   -338.3573 Eh
HOMO   -13.763 eV
Total charge   +1

---

Entry 4:
Formula: C3H9N4
Source: the OMol25 dataset
Level of theory: ωB97M-V/def2-TZVPD

Cartesian coordinates (Å):
1 C -0.805 -0.321 1.153
2 C 0.236 0.567 -1.882
3 C -1.112 0.434 -2.202
4 N -0.631 -0.647 2.478
5 N 1.405 0.825 -1.965
6 N -0.128 0.515 0.457
7 N 0.991 1.187 0.823
8 H -1.420 -0.926 0.468
9 H -1.299 -0.634 -2.609
10 H -1.541 1.256 -2.779
11 H -1.666 0.365 -1.289
12 H -1.211 -1.289 3.071
13 H 2.120 1.034 -1.302
14 H 1.360 1.174 1.757
15 H -0.518 0.215 3.070
16 H 0.868 2.058 0.378

## Properties
ΔE to the lowest compared entry with this formula, charge and spin   368.5 kJ/mol
E_tot   -338.3805 Eh
HOMO (alpha / beta)   -12.596 / -12.597 eV
Total charge   +1

---

Entry 5:
Formula: C3H9N4
Source: the OMol25 dataset
Level of theory: ωB97M-V/def2-TZVPD

Cartesian coordinates (Å):
1 C -0.594 1.223 0.779
2 C -0.374 1.375 -0.773
3 C 1.371 -1.708 -0.101
4 N 0.046 -0.039 1.116
5 N -0.965 -0.966 -0.799
6 N -0.030 -0.015 -1.251
7 N 0.233 -0.720 -0.089
8 H -0.237 2.012 1.389
9 H -1.702 1.117 0.821
10 H -1.432 1.635 -1.322
11 H 0.381 2.161 -1.091
12 H 2.256 -1.157 -0.049
13 H 1.227 -2.425 0.639
14 H 1.182 -2.317 -1.107
15 H 0.932 0.041 1.648
16 H -2.294 -0.219 0.190

## Properties
ΔE to the lowest compared entry with this formula, charge and spin   643.3 kJ/mol
E_tot   -338.1137 Eh
Spin multiplicity   3
HOMO (alpha / beta)   -12.814 / -15.437 eV
Total charge   +1

---

Entry 6:
Formula: C3H9N4
Source: the OMol25 dataset
Level of theory: ωB97M-V/def2-TZVPD

Cartesian coordinates (Å):
1 C 1.252 0.469 2.127
2 C -0.520 0.774 0.679
3 C -0.689 -0.410 -1.614
4 N 2.305 0.600 2.570
5 N -0.044 0.614 1.941
6 N 1.097 -1.111 -0.027
7 N -0.102 -0.635 -0.254
8 H -1.660 0.811 0.553
9 H -0.032 1.628 0.077
10 H -1.661 -0.117 -1.506
11 H -0.185 0.540 -1.866
12 H -0.364 -1.290 -2.315
13 H 3.162 -0.013 2.732
14 H -0.549 0.709 2.833
15 H 1.734 -1.003 -0.807
16 H -0.794 -1.295 0.286

## Properties
ΔE to the lowest compared entry with this formula, charge and spin   442.1 kJ/mol
E_tot   -338.1903 Eh
Spin multiplicity   3
HOMO (alpha / beta)   -8.742 / -14.798 eV
Total charge   +1

---

Entry 7:
Formula: C3H9N4O2
Source: the OMol25 dataset
Level of theory: ωB97M-V/def2-TZVPD

Cartesian coordinates (Å):
1 C 4.151 -0.146 -0.374
2 C -0.876 1.422 -0.010
3 C -1.682 -2.149 -0.487
4 N -1.437 2.574 0.318
5 N 0.506 -1.206 -0.992
6 N -1.489 0.296 -0.271
7 N -0.558 -1.287 -0.612
8 O 3.074 -0.214 0.115
9 O 0.438 1.617 -0.220
10 H 5.121 -0.004 0.110
11 H -1.461 -3.138 -1.037
12 H -1.794 -2.342 0.636
13 H -2.613 -1.714 -0.805
14 H -2.361 2.849 0.892
15 H -0.812 3.391 0.456
16 H 4.333 -0.312 -1.446
17 H -2.448 0.194 -0.086
18 H 0.828 0.857 -0.667

## Properties
ΔE to the lowest compared entry with this formula, charge and spin   210.0 kJ/mol
E_tot   -488.8515 Eh
HOMO   -13.024 eV
Total charge   +1

---

Entry 8:
Formula: C3H9N5
Source: the OMol25 dataset
Level of theory: ωB97M-V/def2-TZVPD

Cartesian coordinates (Å):
1 C 0.746 0.382 0.856
2 C -0.457 -0.095 -0.016
3 N 0.523 1.496 1.724
4 N 1.716 -0.549 1.343
5 N -1.732 0.589 0.011
6 N -0.757 -1.122 -2.255
7 C -0.080 -1.005 -1.067
8 N 0.708 0.620 -0.521
9 H 0.240 1.271 2.671
10 H -0.060 2.201 1.286
11 H 2.496 -0.695 0.712
12 H 2.013 -0.378 2.296
13 H -1.930 1.059 -0.868
14 H -2.507 -0.026 0.237
15 H -1.247 -0.299 -2.586
16 H -0.370 -1.721 -2.972
17 H 0.696 -1.729 -0.852

## Properties
ΔE to the lowest compared entry with this formula, charge and spin   317.3 kJ/mol
E_tot   -393.3926 Eh
HOMO   -7.975 eV
Total charge   0

---

- What is the formula in the first record?
  C3H9N3O4S2

---

- total charge of number 5 (C3H9N4)?
  +1

---

- E_tot of number 7 (C3H9N4O2)?
  -488.8515 Eh